[1]
{"formula": "CH6N2P", "method": "ωB97M-V/def2-TZVPD", "symbols": ["C", "N", "N", "P", "H", "H", "H", "H", "H", "H"], "coordinates": [[-1.827, 0.140, -0.167], [1.326, -0.850, 0.113], [-2.917, -0.130, -0.010], [1.115, 0.748, -0.103], [0.506, -1.471, 0.150], [2.259, -1.168, 0.328], [-3.770, -0.656, 0.139], [2.386, 1.249, -0.353], [0.298, 0.713, -1.103], [0.626, 1.425, 1.006]], "total_energy_ha": -492.234528, "e_above_lowest_kcal_mol": 40.4, "gap_ha": 0.43965, "charge": 1, "e_lumo_ev": -3.8080}

[2]
{"formula": "CH6N2S", "method": "ωB97M-V/def2-TZVPD", "symbols": ["S", "H", "N", "C", "N", "H", "H", "H", "H", "H"], "coordinates": [[1.145, 3.584, -0.127], [-0.075, 3.069, 0.067], [-0.250, -2.071, -0.773], [-0.541, -1.425, 0.402], [-0.547, -0.147, 0.390], [-0.014, -1.478, -1.550], [-0.665, -2.957, -1.003], [-0.809, -2.063, 1.243], [2.468, 3.310, 0.009], [-0.713, 0.177, 1.341]], "total_energy_ha": -549.323223, "e_above_lowest_kcal_mol": 40.1, "gap_ha": 0.36483, "e_lumo_ev": 0.5281}

[3]
{"formula": "CH6N2S2", "method": "ωB97M-V/def2-TZVPD", "symbols": ["S", "S", "H", "H", "N", "C", "N", "H", "H", "H", "H"], "coordinates": [[5.422, 0.633, -3.824], [5.123, 2.514, -3.007], [4.686, -0.154, -3.033], [6.435, 2.648, -2.876], [-3.106, -0.539, 0.771], [-2.924, -0.857, 2.126], [-3.763, -0.517, 2.998], [-2.382, -0.993, 0.244], [-4.051, -0.648, 0.454], [-2.033, -1.489, 2.215], [-3.407, -0.598, 3.932]], "total_energy_ha": -947.553555, "e_above_lowest_kcal_mol": 15.3, "gap_ha": 0.34510, "e_lumo_ev": 0.2682}

[4]
{"formula": "CH6N3O", "method": "ωB97M-V/def2-TZVPD", "symbols": ["C", "N", "N", "N", "O", "H", "H", "H", "H", "H", "H"], "coordinates": [[0.379, -0.215, -0.081], [1.411, -1.078, -0.094], [-1.486, -0.773, 0.142], [0.551, 1.111, 0.049], [-2.025, 0.435, -0.045], [1.449, -2.074, 0.008], [2.324, -0.483, -0.245], [-1.659, -0.847, 1.185], [1.415, 1.472, -0.311], [-0.139, 1.786, 0.419], [-2.219, 0.666, -1.026]], "total_energy_ha": -280.821168, "e_above_lowest_kcal_mol": 70.4, "gap_ha": 0.38250, "charge": 1, "e_lumo_ev": -4.2901}

[5]
{"formula": "CH6N3O", "method": "ωB97M-V/def2-TZVPD", "symbols": ["C", "N", "N", "N", "O", "H", "H", "H", "H", "H", "H"], "coordinates": [[1.111, -0.358, -0.437], [-0.703, -0.523, 1.129], [-0.831, 0.945, -0.602], [-0.182, 0.009, 0.048], [-1.982, 1.290, -0.174], [1.765, 0.492, -0.580], [0.898, -0.907, -1.484], [1.781, -1.092, 0.233], [-0.085, -1.231, 1.473], [-1.194, 0.096, 1.918], [-0.576, 1.278, -1.524]], "total_energy_ha": -280.771181, "e_above_lowest_kcal_mol": 101.8, "gap_ha": [0.33204, 0.32926], "charge": 1, "e_lumo_ev": [-5.7726, -5.9896]}

[6]
{"formula": "CH6N3O", "method": "ωB97M-V/def2-TZVPD", "symbols": ["C", "N", "N", "N", "O", "H", "H", "H", "H", "H", "H"], "coordinates": [[-0.545, -1.056, 0.012], [2.976, -0.231, -0.018], [-0.892, 0.179, 0.091], [-2.106, 0.783, -0.003], [2.855, 0.973, -0.211], [0.505, -1.443, 0.056], [-1.428, -1.696, -0.223], [-0.213, 0.879, 0.328], [3.985, -0.540, 0.153], [-2.911, 0.532, -0.654], [-2.228, 1.620, 0.469]], "total_energy_ha": -280.756036, "spin_multiplicity": 3, "e_above_lowest_kcal_mol": 2.0, "gap_ha": [0.28115, 0.38507], "charge": 1, "e_lumo_ev": [-4.9898, -5.0043]}